1.
Entry from the OMol25 dataset: a single C5H10OS2 molecule in a non-equilibrium geometry (wB97M-V/def2-TZVPD).

Geometry as XYZ:
```
18
Properties=species:S:1:pos:R:3:nbo_charge:R:1
C -1.186 2.167 -0.945 -0.530
C -2.652 1.720 -0.854 0.419
O -3.175 1.281 -1.850 -0.512
C -0.243 1.375 -0.031 -0.542
S -0.854 -0.345 -0.083 0.106
S -0.280 -1.352 1.552 0.043
C 1.539 -1.983 1.480 -0.479
C 1.845 -2.207 -0.007 -0.630
H -0.766 2.045 -1.967 0.233
H -1.146 3.249 -0.843 0.236
H -3.264 1.830 0.053 0.136
H -0.146 1.896 0.951 0.228
H 0.770 1.308 -0.433 0.220
H 1.435 -2.886 2.078 0.217
H 2.382 -1.401 1.895 0.209
H 2.892 -2.517 -0.108 0.213
H 1.779 -1.267 -0.613 0.214
H 1.069 -2.912 -0.276 0.220
```

**2S+1**: 1
**Strongest force on any atom**: 1.8 eV/Å
**HOMO-LUMO gap**: 9.5 eV
**Electronic energy**: -29063.966 eV
**Energy relative to the best compared isomer or geometry (same formula, charge and spin)**: 21.9 kcal/mol
**HOMO**: -8.79 eV

2.
Entry from the OMol25 dataset: a single C5H10S molecule in a non-equilibrium geometry (wB97M-V/def2-TZVPD).

Geometry as XYZ:
```
16
Properties=species:S:1:pos:R:3:nbo_charge:R:1
C -0.252 -1.575 0.216 -0.717
C -0.113 0.909 0.916 -0.498
C -1.329 -0.799 -0.454 -0.428
C -1.495 0.429 0.466 -0.422
C 2.184 0.324 -0.645 -0.817
S 1.039 -0.607 0.611 0.750
H -0.015 -2.591 -0.040 0.225
H 0.251 1.677 0.238 0.204
H -1.069 -0.484 -1.474 0.179
H -2.249 -1.383 -0.514 0.219
H -2.090 0.132 1.328 0.211
H -2.021 1.226 -0.061 0.213
H 3.167 -0.055 -0.390 0.218
H 1.926 0.054 -1.660 0.219
H 2.156 1.396 -0.499 0.210
H -0.089 1.347 1.962 0.234
```

**2S+1**: 1
**Strongest force on any atom**: 1.8 eV/Å
**HOMO-LUMO gap**: 7.9 eV
**Electronic energy**: -16179.731 eV
**Energy relative to the best compared isomer or geometry (same formula, charge and spin)**: 63.3 kcal/mol
**HOMO**: -7.05 eV

3.
Entry from the OMol25 dataset: a molecular structure, C5H11AgO3 in a non-equilibrium geometry (wB97M-V/def2-TZVPD).

Geometry as XYZ:
```
20
Properties=species:S:1:pos:R:3:mulliken_spin:R:1
O 0.754 -1.399 -0.167 0.277
C 0.589 -0.779 1.065 -0.076
C -0.077 0.580 0.928 0.045
O 0.924 1.590 1.003 -0.013
C 0.503 2.877 0.992 0.005
C 1.347 3.897 0.827 -0.001
Ag 1.723 -0.727 -1.685 1.617
H 1.565 -0.697 1.580 0.024
H -0.036 -1.394 1.740 0.051
H -0.840 0.702 1.711 0.010
H -0.648 0.731 -0.002 0.028
H -0.581 3.007 0.909 0.001
H 2.388 3.732 0.549 0.003
H 0.964 4.914 0.874 0.000
O -1.057 -3.287 -0.798 0.022
H -0.356 -2.636 -0.548 -0.002
C -1.662 -2.859 -1.990 0.008
H -2.528 -3.504 -2.195 0.002
H -1.988 -1.804 -1.934 0.001
H -0.984 -2.943 -2.859 -0.001
```

**2S+1**: 3
**Strongest force on any atom**: 2.5 eV/Å
**HOMO-LUMO gap (spin up / spin down)**: 7.6 / 5.7 eV
**Electronic energy**: -15498.603 eV
**⟨S²⟩**: 2.005
**Energy relative to the best compared isomer or geometry (same formula, charge and spin)**: 0.0 kcal/mol
**HOMO (spin up / spin down)**: -6.82 / -9.15 eV

4.
Entry from the OMol25 dataset: a molecular structure, C5H11As2Cl8F12NiO5PY2 in a non-equilibrium geometry (wB97M-V/def2-TZVPD).

Geometry as XYZ:
```
47
Properties=species:S:1:pos:R:3:mulliken_spin:R:1
Y -0.412 -1.849 2.861 -0.077
Y 3.504 0.186 -0.617 -0.021
Ni 1.066 1.490 2.499 0.981
C -3.557 -2.479 1.402 -0.001
O -2.268 -2.575 1.941 0.002
H -3.979 -1.470 1.381 0.000
H -3.614 -2.859 0.379 0.000
H -4.261 -3.083 1.981 0.000
P 3.702 1.785 1.503 -0.034
O 3.350 2.294 0.074 0.046
O 4.436 0.400 1.410 0.354
O 2.528 0.695 1.285 0.707
O 2.966 2.042 2.826 0.000
As 2.898 -3.196 1.108 -0.004
F 1.226 -2.896 1.822 0.003
F 3.545 -2.124 2.281 -0.002
F 4.491 -3.367 0.532 0.000
F 2.250 -4.131 -0.141 0.000
F 2.627 -1.771 0.026 -0.002
F 2.916 -4.492 2.200 0.000
As -0.550 0.380 -0.549 -0.002
F -0.663 1.670 -1.641 0.000
F 1.135 0.017 -1.011 0.001
F -0.380 -0.925 0.680 0.024
F -2.132 0.664 0.014 0.001
F -1.114 -0.718 -1.700 0.000
F 0.044 1.511 0.683 0.014
C 2.040 -3.798 -3.219 0.000
Cl 1.705 -2.071 -2.976 0.000
Cl 1.607 -4.329 -4.827 0.000
H 3.074 -4.012 -2.965 0.000
H 1.478 -4.341 -2.466 0.000
C -0.064 5.643 1.563 0.000
Cl 0.663 3.999 1.792 0.012
Cl 0.064 6.109 -0.115 0.001
H -1.106 5.523 1.832 0.000
H 0.458 6.328 2.219 0.000
C -1.741 0.571 -4.466 0.000
Cl -0.694 0.020 -5.782 0.000
Cl -3.050 1.575 -5.113 0.000
H -2.220 -0.273 -3.990 0.000
H -1.158 1.217 -3.830 0.000
C -4.215 2.608 1.706 0.000
Cl -2.573 2.764 2.377 -0.003
Cl -5.192 1.406 2.551 0.000
H -4.692 3.575 1.806 0.000
H -4.136 2.283 0.677 0.000
```

**2S+1**: 3
**Strongest force on any atom**: 6.8 eV/Å
**HOMO-LUMO gap (spin up / spin down)**: 5.2 / 5.4 eV
**Electronic energy**: -322476.127 eV
**Charge**: +2
**⟨S²⟩**: 2.089
**HOMO (spin up / spin down)**: -14.29 / -14.29 eV

5.
Entry from the OMol25 dataset: a single C5H11B molecule in a non-equilibrium geometry (wB97M-V/def2-TZVPD).

Geometry as XYZ:
```
17
Properties=species:S:1:pos:R:3:nbo_charge:R:1
B 1.059 -0.034 0.141 0.837
C -0.437 0.271 0.414 -0.581
C -1.535 -0.212 -0.191 -0.077
C 2.167 1.141 0.331 -0.974
C 1.467 -1.457 -0.342 -0.999
C -2.923 0.254 -0.010 -0.650
H -0.651 1.106 1.213 0.190
H -1.428 -0.942 -0.961 0.184
H 2.313 1.288 1.412 0.243
H 1.598 1.949 -0.141 0.233
H 3.069 1.000 -0.232 0.225
H 1.746 -1.528 -1.448 0.247
H 0.910 -2.294 -0.077 0.225
H 2.370 -1.609 0.101 0.232
H -2.919 1.038 0.736 0.219
H -3.583 -0.561 0.119 0.224
H -3.222 0.591 -1.064 0.220
```

**2S+1**: 1
**Strongest force on any atom**: 3.3 eV/Å
**HOMO-LUMO gap**: 10.2 eV
**Electronic energy**: -6038.684 eV
**Energy relative to the best compared isomer or geometry (same formula, charge and spin)**: 20.0 kcal/mol
**HOMO**: -9.45 eV

6.
Entry from the OMol25 dataset: a molecular structure, C5H11B2CaF3O in a non-equilibrium geometry (wB97M-V/def2-TZVPD).

Geometry as XYZ:
```
23
Properties=species:S:1:pos:R:3:nbo_charge:R:1
C -1.428 0.974 -2.363 -0.604
C -0.089 1.461 -1.815 -0.858
B 0.712 0.436 -1.067 0.771
O 2.117 0.805 -0.733 -0.917
B 0.256 -1.123 -0.463 0.291
C -0.685 -1.454 0.701 -0.834
C -0.851 -0.263 1.653 -0.492
C 0.378 -0.340 2.542 1.043
F 1.662 -0.369 1.693 -0.567
F 0.618 0.602 3.377 -0.239
F 0.565 -1.496 3.163 -0.279
H -2.148 0.708 -1.588 0.211
H -1.297 0.109 -3.011 0.218
H -1.895 1.758 -2.959 0.254
H -0.236 2.255 -1.063 0.288
H 0.520 1.929 -2.594 0.289
H 2.131 0.606 0.183 0.397
H 0.879 -2.085 -0.927 -0.049
H -1.594 -1.905 0.293 0.334
H -0.268 -2.271 1.291 0.273
H -0.839 0.689 1.122 0.247
H -1.732 -0.250 2.297 0.304
Ca 3.226 -0.777 0.267 1.920
```

**2S+1**: 1
**Strongest force on any atom**: 3.6 eV/Å
**HOMO-LUMO gap**: 8.5 eV
**Electronic energy**: -35337.863 eV
**Charge**: +2
**HOMO**: -17.75 eV

7.
Entry from the OMol25 dataset: a gas-phase ion, C5H11BN (charge +1) in a non-equilibrium geometry (wB97M-V/def2-TZVPD).

Geometry as XYZ:
```
18
Properties=species:S:1:pos:R:3:nbo_charge:R:1
B -0.796 0.517 0.288 0.529
C -2.000 0.153 -0.752 -0.493
C -2.333 -0.193 0.556 -0.436
C 0.397 1.292 0.342 -0.288
C 1.079 -1.362 -0.009 -0.339
C 1.840 0.910 0.216 -0.282
N 1.938 -0.346 -0.546 -0.576
H -2.553 0.882 -1.322 0.291
H -1.465 -0.633 -1.280 0.266
H -3.021 0.425 1.198 0.282
H 0.291 2.356 0.418 0.275
H 1.397 -1.525 1.090 0.225
H 1.220 -2.330 -0.661 0.270
H 0.005 -0.976 0.066 0.108
H 2.073 0.551 1.293 0.263
H 2.397 1.710 -0.209 0.252
H -2.255 -1.214 0.892 0.273
H 1.785 -0.215 -1.578 0.381
```

**2S+1**: 1
**Strongest force on any atom**: 3.6 eV/Å
**HOMO-LUMO gap**: 7.9 eV
**Electronic energy**: -7518.971 eV
**Charge**: +1
**Energy relative to the best compared isomer or geometry (same formula, charge and spin)**: 73.3 kcal/mol
**HOMO**: -13.61 eV

8.
Entry from the OMol25 dataset: a single C5H11BN2O3 molecule in a non-equilibrium geometry (wB97M-V/def2-TZVPD).

Geometry as XYZ:
```
22
Properties=species:S:1:pos:R:3:nbo_charge:R:1
C 1.407 -1.474 0.792 -1.042
B 2.052 -0.288 -0.147 1.110
O 2.391 -0.667 -1.565 -0.932
N 2.382 1.131 0.278 -0.923
C 1.278 1.780 1.083 0.887
O 1.622 2.902 1.775 -0.520
O -0.119 1.334 1.184 -0.426
N -0.855 1.698 0.119 -0.209
C -1.578 0.541 -0.192 0.347
C -1.401 -0.026 -1.751 -0.709
C -2.562 -0.212 0.882 -0.724
H 0.746 -2.152 0.066 0.225
H 0.708 -1.095 1.658 0.252
H 2.195 -2.193 1.290 0.269
H 1.615 -1.207 -1.949 0.494
H 2.529 1.679 -0.621 0.433
H -2.253 0.448 -2.439 0.251
H -1.409 -1.217 -1.791 0.238
H -0.325 0.296 -2.155 0.238
H -2.018 -1.182 1.280 0.240
H -3.589 -0.587 0.424 0.246
H -2.816 0.493 1.781 0.253
```

**2S+1**: 1
**Strongest force on any atom**: 9.2 eV/Å
**HOMO-LUMO gap**: 8.1 eV
**Electronic energy**: -15157.052 eV
**Energy relative to the best compared isomer or geometry (same formula, charge and spin)**: 0.0 kcal/mol
**HOMO**: -8.79 eV